Density functional theory data (ωB97M-V/def2-TZVPD) for C24H32N6O4 in the gas phase.

Each line ends with the Löwdin charge.
Cartesian coordinates (Å):
C1 -1.16562 -5.82367 2.00192  -0.1058
C2 -1.94620 -4.88019 1.09566  -0.2257
C3 -1.11418 -4.41364 -0.09387  -0.2314
O1 -0.06187 -3.59630 0.39137  -0.1316
C4 0.93050 -3.27815 -0.53913  -0.1866
C5 0.48905 -2.24357 -1.59476  -0.0910
N1 -0.03181 -1.04954 -0.95861  0.0523
C6 -1.39925 -0.93388 -0.88477  -0.2892
O2 -2.11246 -1.73730 -1.47650  0.0363
C7 -1.90041 0.20354 -0.07105  -0.1678
N2 -3.21453 0.32919 0.20768  -0.0469
C8 -4.31433 -0.33355 -0.45285  -0.1199
C9 -5.03999 0.68222 -1.35554  -0.1538
N3 -5.51061 1.84509 -0.63351  -0.1774
C10 -6.71904 1.65401 0.14437  -0.1890
C11 -7.57916 2.92710 0.11859  -0.2571
O3 -8.82140 2.74167 0.75104  -0.0653
C12 -4.41365 2.45505 0.09179  -0.1493
C13 -3.66627 1.45740 0.99562  -0.1243
N4 -1.09355 1.08726 0.45924  0.1597
C14 0.24247 0.95632 0.30487  -0.1982
C15 1.10959 1.91950 0.84397  -0.0609
N5 2.41247 1.85494 0.75963  0.1109
C16 2.97223 0.81407 0.12857  -0.2371
C17 4.43509 0.80663 0.07938  -0.1538
C18 5.19483 -0.35389 -0.11469  -0.0127
C19 6.56692 -0.27211 -0.15261  0.0151
C20 7.16076 0.98623 0.01137  -0.3569
O4 8.50064 1.06283 -0.02694  -0.0610
C21 9.05593 2.35107 0.15974  -0.0818
N6 6.45567 2.09060 0.20626  0.1367
C22 5.13858 1.99773 0.24124  -0.0687
C23 2.21100 -0.19007 -0.46505  0.0485
C24 0.82371 -0.12980 -0.38347  -0.1170
H1 -0.88800 -6.72779 1.46382  0.0716
H2 -0.25988 -5.33422 2.34942  0.0701
H3 -1.76367 -6.10554 2.86505  0.0678
H4 -2.25264 -3.99867 1.66038  0.1112
H5 -2.84206 -5.37547 0.71720  0.1099
H6 -1.74945 -3.84781 -0.78787  0.1037
H7 -0.69211 -5.27873 -0.62819  0.1282
H8 1.28164 -4.17919 -1.06674  0.1306
H9 1.75174 -2.87031 0.05758  0.1210
H10 1.32811 -1.98911 -2.24403  0.1286
H11 -0.31926 -2.65394 -2.20387  0.1237
H12 -3.95476 -1.17371 -1.04064  0.1039
H13 -5.00376 -0.69985 0.31677  0.1288
H14 -5.88199 0.20152 -1.85481  0.1212
H15 -4.33925 1.03083 -2.12092  0.1272
H16 -7.30667 0.84814 -0.30092  0.1260
H17 -6.51776 1.38140 1.19410  0.1167
H18 -7.03258 3.76323 0.57599  0.1118
H19 -7.80387 3.18989 -0.91620  0.1231
H20 -8.67117 2.49981 1.67203  0.0848
H21 -4.79160 3.28503 0.68888  0.1161
H22 -3.70840 2.85292 -0.64346  0.1279
H23 -2.79950 1.93105 1.45270  0.1092
H24 -4.33536 1.08059 1.77651  0.1214
H25 0.69483 2.77184 1.36350  0.1158
H26 4.71669 -1.31784 -0.21129  0.1090
H27 7.19238 -1.13846 -0.29254  0.1145
H28 8.70872 3.03628 -0.61642  0.0884
H29 10.13463 2.22316 0.10011  0.0887
H30 8.77212 2.75531 1.13360  0.0889
H31 4.60285 2.92156 0.40455  0.1132
H32 2.70627 -0.98212 -1.00117  0.0981

Calculated values
**HOMO-LUMO gap**: 7.50 eV
**Structure (SMILES)**: CCCOCCn1c(=O)c(N2CCN(CCO)CC2)nc2cnc(-c3ccc(OC)nc3)cc21
**2S+1**: 1
**Charge**: 0

---

Density functional theory data (ωB97M-V/def2-TZVPD) for 8 unconnected molecules or ions with the total composition C24H32O24.

Each line ends with the Löwdin charge.
Cartesian coordinates (Å):
O1 0.37150 -3.67134 0.31935  0.1130
C1 0.07441 -3.92169 -0.86005  -0.5030
O2 0.94379 -4.34144 -1.79781  0.0839
C2 0.26810 -4.60808 -2.98577  -0.1241
C3 -1.10089 -4.04207 -2.75273  -0.1384
O3 -1.10730 -3.66055 -1.41456  0.0707
H1 0.79929 -4.03860 -3.74841  0.1430
H2 0.10743 -5.66789 -3.18347  0.1380
H3 -1.81216 -4.85589 -2.89376  0.1326
H4 -1.39116 -3.19539 -3.37481  0.1390
O4 -3.56251 0.27345 5.42659  0.0923
C4 -2.43113 0.67792 5.07124  -0.5453
O5 -1.51343 1.44440 5.72105  0.0930
C5 -0.33325 1.41023 4.91383  -0.1247
C6 -0.87202 1.11634 3.60372  -0.1557
O6 -2.03299 0.40100 3.87999  0.1092
H5 0.30273 2.29276 4.98283  0.1445
H6 0.35782 0.66343 5.30475  0.1153
H7 -0.20753 0.53144 2.96777  0.1143
H8 -1.09649 2.01187 3.02429  0.1331
O7 2.76295 -0.49144 5.34576  0.1396
C7 2.31980 -1.14243 4.42428  -0.5148
O8 3.05978 -2.03036 3.66580  0.0526
C8 2.34164 -2.77491 2.73949  -0.1498
C9 0.95197 -2.32100 3.02986  -0.1078
O9 1.04943 -1.31222 4.05454  0.0421
H9 2.65151 -2.49189 1.73352  0.1003
H10 2.45874 -3.85137 2.86447  0.1398
H11 0.36919 -3.14369 3.44416  0.1391
H12 0.40281 -1.93985 2.16890  0.0975
O10 -0.04558 3.30911 -2.89554  0.1267
C10 -0.97065 3.53139 -2.11543  -0.5284
O11 -1.59631 4.76272 -2.05674  0.0658
C11 -2.78585 4.70484 -1.38153  -0.1537
C12 -2.79333 3.32028 -0.83798  -0.1120
O12 -1.70255 2.68384 -1.44859  0.0880
H13 -2.97092 5.37370 -0.54101  0.1377
H14 -3.52898 4.91903 -2.14962  0.1407
H15 -3.75005 2.83135 -1.02159  0.1401
H16 -2.71390 3.12863 0.23209  0.1327
O13 -5.40159 -3.52574 -5.43824  0.0927
C13 -5.29232 -3.25665 -4.22026  -0.5021
O14 -5.78954 -2.18418 -3.63152  0.0707
C14 -5.33655 -2.05381 -2.29640  -0.0948
C15 -4.75099 -3.42945 -2.01742  -0.1287
O15 -4.71678 -4.08222 -3.27226  0.0380
H17 -4.60631 -1.24596 -2.34348  0.1123
H18 -6.18830 -1.90815 -1.63202  0.1356
H19 -5.37928 -4.10017 -1.43133  0.1303
H20 -3.80549 -3.37338 -1.47797  0.1180
O16 -2.29286 -0.60178 -2.44754  0.1183
C16 -1.33144 -0.42040 -1.70518  -0.4626
O17 -0.04584 -0.09086 -2.20473  0.0301
C17 0.90720 0.01031 -1.17592  -0.1297
C18 0.01715 0.15106 0.05544  -0.0952
O18 -1.19726 -0.52641 -0.35339  0.0582
H21 1.57480 -0.84242 -1.05235  0.1129
H22 1.46299 0.94258 -1.27634  0.1243
H23 -0.27064 1.16175 0.34488  0.1150
H24 0.60614 -0.39377 0.79324  0.1109
O19 -1.30043 5.02714 1.77679  0.1348
C19 -0.27714 4.89783 1.12187  -0.4833
O20 0.38004 5.88041 0.40357  0.0722
C20 1.51167 5.30038 -0.20122  -0.1682
C21 1.41760 3.88531 -0.02932  -0.1624
O21 0.41542 3.74221 0.93866  0.0625
H25 1.38937 5.70903 -1.20430  0.1441
H26 2.45898 5.76246 0.07661  0.1373
H27 2.44103 3.69042 0.29118  0.1417
H28 1.23487 3.32919 -0.94880  0.1099
O22 3.73306 -1.43079 -0.00089  0.1246
C22 4.72335 -0.81520 -0.35232  -0.5028
O23 5.71519 -0.59103 0.55655  0.0637
C23 6.87884 -0.16011 -0.13894  -0.1196
C24 6.42453 -0.08167 -1.55526  -0.1476
O24 5.05266 -0.38112 -1.59204  0.0902
H29 7.12841 0.83478 0.22989  0.1337
H30 7.63778 -0.91016 0.08369  0.1390
H31 7.02119 -0.73272 -2.19419  0.1359
H32 6.57656 0.92769 -1.93760  0.1332

Calculated values
**HOMO-LUMO gap**: 10.12 eV
**Structure (SMILES)**: O=C1OCCO1.O=C1OCCO1.O=C1OCCO1.O=C1OCCO1.O=C1OCCO1.O=C1OCCO1.O=C1OCCO1.O=C1OCCO1
**2S+1**: 1
**Charge**: 0

---

Density functional theory data (ωB97M-V/def2-TZVPD) for a molecular structure, C24H33As3BrORbS4.

Each line ends with the Löwdin charge.
Cartesian coordinates (Å):
Rb1 1.19395 1.37560 1.97884  0.3437
C1 -3.42144 -1.00079 2.73448  -0.3366
As1 -1.84716 -0.34340 1.77157  1.0845
C2 -2.83546 0.92872 0.64434  -0.3175
C3 -1.50295 -1.98735 0.68781  -0.3947
C4 -1.84039 -2.16036 -0.80718  -0.6886
C5 -1.15222 -3.45177 -1.26803  -0.0843
C6 -1.33423 -0.98411 -1.66068  -0.3854
As2 0.41735 -0.16791 -1.08950  1.0680
C7 1.56996 -1.29833 -2.20363  -0.3216
C8 0.28814 1.29678 -2.40247  -0.3071
C9 -3.36025 -2.32790 -0.95833  -0.3773
As3 -4.03922 -2.46776 -2.80327  1.0988
C10 -4.47382 -0.58332 -3.12349  -0.3484
C11 -5.86159 -2.98904 -2.28112  -0.3692
H1 -4.19012 -1.35270 2.04358  0.0103
H2 -3.81269 -0.18903 3.34712  0.0203
H3 -3.12049 -1.81493 3.39314  0.0130
H4 -3.67854 0.49157 0.10994  0.0008
H5 -2.16824 1.42321 -0.05979  0.0039
H6 -3.19130 1.68488 1.34619  0.0205
H7 -1.98502 -2.79509 1.25042  0.0665
H8 -0.42579 -2.13267 0.80789  0.0163
H9 -0.06987 -3.37014 -1.15644  0.0643
H10 -1.36664 -3.67122 -2.31731  0.0568
H11 -1.48608 -4.30104 -0.66445  0.0817
H12 -2.04253 -0.15559 -1.60529  0.0329
H13 -1.27556 -1.28076 -2.71526  0.0585
H14 1.10634 -1.44503 -3.18087  0.0205
H15 1.73200 -2.26198 -1.72249  -0.0077
H16 2.52912 -0.79335 -2.30135  0.0124
H17 -0.24984 0.95866 -3.29065  0.0158
H18 1.29777 1.59945 -2.67409  0.0010
H19 -0.22660 2.15482 -1.96953  0.0190
H20 -3.88930 -1.49695 -0.48612  0.0488
H21 -3.68329 -3.24375 -0.45043  0.0752
H22 -3.57286 -0.03646 -3.39331  0.0041
H23 -4.91292 -0.13319 -2.23208  0.0205
H24 -5.18588 -0.52559 -3.94765  0.0092
H25 -5.85500 -4.01803 -1.92200  0.0070
H26 -6.52080 -2.92486 -3.14677  0.0056
H27 -6.23645 -2.33574 -1.49143  0.0201
Br1 2.73400 -1.61286 1.25611  0.6992
C12 4.40619 -0.86867 0.68878  -0.5787
C13 5.52124 -1.56623 1.04623  -0.1638
C14 6.79282 -1.07446 0.67128  -0.1117
C15 6.88377 0.08775 -0.03144  -0.0653
C16 5.72267 0.81681 -0.39817  -0.1839
C17 5.84474 2.03572 -1.11208  -0.0807
C18 4.72333 2.73416 -1.44421  -0.1056
C19 3.44098 2.23274 -1.09744  -0.1805
C20 3.21426 1.05508 -0.41524  -0.2055
C21 4.41693 0.35385 -0.05313  -0.2547
H28 5.42957 -2.47796 1.61998  0.0812
H29 7.68352 -1.62189 0.95603  0.0891
H30 7.85258 0.48568 -0.31692  0.0990
H31 6.83528 2.40034 -1.36424  0.0935
H32 4.81048 3.68127 -1.96898  0.0883
H33 2.59456 2.85407 -1.39341  0.0659
O1 -0.34237 6.93874 7.30473  -0.1588
C22 -0.11030 6.06527 6.48226  -1.1031
S1 -1.24161 4.81433 6.00565  0.8601
C23 -0.24066 3.96422 4.82426  -1.2429
C24 1.01129 4.45377 4.65076  -1.2434
S2 2.31462 3.92813 3.59073  0.1951
S3 1.41535 5.85938 5.64394  0.8659
S4 -1.03333 2.58720 4.06422  0.1798

Calculated values
**HOMO-LUMO gap**: 3.97 eV
**2S+1**: 1
**Charge**: -2

---

E_tot values, unit eV, following the record order: -42537.8877; -74544.4562; -324026.0372.
LUMO level values, unit eV, following the record order: 0.0553; -0.1821; 3.7017.